DFT (the ωB97M-V functional and the def2-TZVPD basis) results for a cluster of 2 separate species, C9H14N2O2 in total at a distorted geometry.

The geometry in XYZ format:
```
27
Properties=species:S:1:pos:R:3:lowdin_charge:R:1
O -0.575 1.736 -0.442 0.04
C 0.432 1.902 0.243 -0.45
C 0.391 2.335 1.633 0.02
C 1.552 2.340 2.347 -0.07
N 2.750 2.028 1.773 0.11
C 2.915 1.640 0.451 -0.51
O 3.973 1.373 -0.057 0.09
N 1.728 1.655 -0.273 0.20
H -0.541 2.612 2.095 0.11
H 1.643 2.673 3.354 0.12
H 3.633 2.097 2.300 0.17
H 1.715 1.289 -1.234 0.17
C -0.113 -1.687 -0.458 -0.20
C -0.600 -1.552 -1.950 -0.22
C -2.040 -1.349 -1.750 -0.22
C -2.268 -1.027 -0.162 -0.26
C -1.407 -2.030 0.289 -0.29
H 0.568 -2.479 -0.303 0.08
H 0.363 -0.782 -0.025 0.09
H -0.338 -2.652 -2.502 0.16
H -0.166 -0.736 -2.662 0.12
H -2.637 -2.430 -1.543 0.13
H -2.675 -0.797 -2.477 0.10
H -3.341 -1.159 0.293 0.14
H -2.005 0.006 0.012 0.08
H -1.871 -3.088 -0.248 0.18
H -1.087 -1.917 1.297 0.10
```

Properties
Net charge: 0
Structure (SMILES): O=c1cc[nH]c(=O)[nH]1.C1CCCC1
ΔE to the lowest compared entry with this formula, charge and spin (kJ/mol): 243.06
Energy (eV): -16633.560
Kohn-Sham gap (Ha): 0.3655